1.
Entry from OMol25: a single C3H6Cl2Si molecule at a distorted geometry (ωB97M-V/def2-TZVPD).

```
! wB97M-V def2-TZVPD RIJCOSX def2/J DEFGRID3
* xyz 0 1
C 0.8453 1.1182 0.5476
C 1.2492 0.0908 -0.5394
C -0.1933 0.5134 -0.3328
Si -1.3666 -0.7866 0.4355
Cl -0.8108 -1.8128 2.0059
Cl -1.1073 -2.2413 -1.5316
H 0.8026 0.9233 1.5615
H 0.9600 2.2498 0.3676
H 1.5972 0.3488 -1.6475
H 1.4756 -0.9884 -0.2949
H -0.7083 1.1101 -1.1587
H -2.7434 -0.5253 0.5867
*
```

The value obtained for the orbital gap is 0.3881 Ha. The SMILES is Cl[SiH](Cl)C1CC1. As for the total energy: -1327.8001 hartree. The value obtained for the relative energy (zero: lowest compared OMol25 entry of this formula, charge and spin) is 2.2040 eV.

Mulliken atomic charge list, values in e, 5 entries: C -0.70; C -0.49; C -0.02; Si 0.64; Cl -0.16

2.
Entry from OMol25: C3H11GaO2P as an isolated structure (ωB97M-V/def2-TZVPD).

```
! wB97M-V def2-TZVPD RIJCOSX def2/J DEFGRID3
* xyz -1 1
C 2.2959 -0.5320 -0.7339
C 1.4484 0.2629 0.2485
C 0.4026 1.1117 -0.4605
O -0.4788 1.7685 0.3856
Ga -1.6965 0.7064 1.3519
P -2.3076 -1.0810 -0.1314
O -3.4746 -1.9402 0.2629
H 3.1062 -1.0634 -0.2308
H 2.7444 0.1213 -1.4873
H 1.6875 -1.2713 -1.2582
H 0.9559 -0.4130 0.9530
H 2.0852 0.9231 0.8467
H 0.9389 1.8522 -1.0751
H -0.1337 0.4625 -1.1774
H -1.0089 -0.0029 2.6160
H -2.9650 1.5783 1.7385
H -1.1490 -1.8741 -0.3786
H -2.4509 -0.6090 -1.4699
*
```

The value obtained for the orbital gap is 0.3018 Ha. As for the total energy: -2537.5643 hartree.

Mulliken atomic charge list, values in e, 5 entries: C -1.22; C -0.11; C -0.49; O -0.49; Ga 0.40

3.
Entry from OMol25: C6H12O4Ti as an isolated structure at a distorted geometry (ωB97M-V/def2-TZVPD).

```
! wB97M-V def2-TZVPD RIJCOSX def2/J DEFGRID3
* xyz 2 1
C -1.0254 1.7457 1.8173
C -1.4904 1.0289 0.4800
O -1.8433 -0.2682 0.7038
C -0.7685 -1.1532 1.0094
C -0.1446 -1.7259 -0.2402
O 0.0409 -0.6459 -1.1206
C 0.6638 -0.9325 -2.3531
O 1.7838 -0.0964 -2.4883
C 2.5779 -0.0412 -1.3971
O 3.2728 0.9265 -1.1444
H -1.1355 1.0469 2.6399
H -1.6055 2.6812 1.9865
H 0.0933 1.8827 1.6844
H -2.3783 1.5585 0.1508
H -0.7392 1.1512 -0.2953
H -1.1716 -1.9537 1.6150
H 0.0181 -0.6702 1.5937
H 0.8045 -2.1772 0.0540
H -0.7455 -2.5258 -0.6610
H 0.9174 -1.9841 -2.4455
H -0.0134 -0.6622 -3.1496
H 2.5608 -0.9214 -0.7454
Ti 0.3278 3.7363 2.3057
*
```

The value obtained for the orbital gap is 0.1333 Ha. As for the total energy: -1385.3178 hartree.

Mulliken atomic charge list, values in e, 5 entries: C -1.10; C -0.05; O -0.38; C -0.55; C -0.49

4.
Entry from OMol25: an isolated ion of composition C6H7Br2N4 and charge +1 at a distorted geometry (ωB97M-V/def2-TZVPD).

```
! wB97M-V def2-TZVPD RIJCOSX def2/J DEFGRID3
* xyz 1 1
C 1.2058 1.3750 0.2748
C 1.8219 0.2447 -0.3914
C -1.2508 -0.8666 -0.3284
C -1.7488 0.4074 -0.3761
C 2.1391 2.0554 1.2669
C -2.2464 -2.0246 -0.4311
N 0.0071 1.6744 0.1562
N -1.1418 1.5718 -0.3088
N 1.2781 -0.8811 -0.5325
N 0.0119 -1.3215 -0.6309
Br 3.7327 0.1389 -0.7444
Br -3.6705 0.4968 -0.5068
H 2.5808 1.2469 2.0173
H 2.9649 2.4175 0.7358
H 1.7925 2.9369 1.8703
H -1.6260 -2.9108 -0.6036
H -3.1648 -1.9467 -1.0441
H -2.8407 -2.3062 0.4821
H 0.1550 -2.3084 -0.9053
*
```

The value obtained for the orbital gap (alpha / beta) is 0.2376 / 0.2401 Ha. The SMILES is CC1=C(Br)/N=[NH+]\C(C)=C(Br)/N=N\1. As for the total energy: -5599.4254 hartree. The value obtained for the relative energy (zero: lowest compared OMol25 entry of this formula, charge and spin) is 5.7808 eV.

Mulliken atomic charge list, values in e, 5 entries: C 1.13; C -0.01; C 1.23; C 0.19; C -1.32

5.
Entry from OMol25: a single C26H33N3O3 molecule (ωB97M-V/def2-TZVPD).

```
! wB97M-V def2-TZVPD RIJCOSX def2/J DEFGRID3
* xyz 0 1
C 1.2067 4.9823 2.3698
C 1.9393 4.3050 1.2528
C 1.3026 3.3533 0.4743
C 1.9566 2.7242 -0.5810
C 3.3118 2.9913 -0.8040
C 3.9530 3.9445 -0.0181
C 3.2719 4.6032 0.9834
H 3.7843 5.3439 1.5787
H 4.9941 4.1452 -0.2145
O 4.0698 2.3434 -1.7348
C 3.4064 1.4025 -2.5631
C 2.8780 2.0755 -3.8297
H 3.6999 2.5421 -4.3661
H 2.4036 1.3392 -4.4724
H 2.1514 2.8453 -3.5776
C 2.2842 0.7068 -1.7833
N 1.3400 1.7243 -1.3633
C 0.0954 1.7251 -1.9099
O -0.3392 0.7235 -2.4588
C -0.7159 3.0055 -1.8732
H -0.2165 3.7907 -1.3114
C -2.1259 2.7494 -1.3186
C -2.0270 2.1374 0.0717
O -2.0124 2.8066 1.0881
N -1.9276 0.7960 0.0623
H -1.8468 0.3195 -0.8236
C -1.6772 0.0156 1.2562
C -2.6173 -1.1923 1.3137
C -2.2240 -2.2545 0.2764
N -0.8392 -2.6757 0.3633
C 0.0490 -1.5362 0.2599
C -0.2156 -0.4509 1.3126
H -0.0096 -0.8459 2.3092
H 0.4476 0.3999 1.1459
H 1.0797 -1.8914 0.3435
H -0.0794 -1.1155 -0.7422
C -0.5624 -3.5585 1.4837
C -1.2796 -4.8718 1.3144
C -1.2410 -5.5257 0.0885
C -1.8888 -6.7348 -0.0821
C -2.5794 -7.3089 0.9730
C -2.6216 -6.6647 2.1967
C -1.9774 -5.4506 2.3646
H -2.0174 -4.9503 3.3226
H -3.1604 -7.1057 3.0227
H -3.0843 -8.2546 0.8408
H -1.8548 -7.2338 -1.0397
H -0.7063 -5.0657 -0.7284
H -0.8246 -3.1237 2.4621
H 0.5170 -3.7481 1.4867
H -2.8588 -3.1361 0.3913
H -2.3788 -1.8610 -0.7334
H -2.5723 -1.6246 2.3146
H -3.6436 -0.8686 1.1354
H -1.8800 0.6923 2.0950
H -2.6605 2.0729 -1.9860
H -2.6640 3.6948 -1.2507
H -0.8110 3.3315 -2.9139
H 2.6971 0.2017 -0.9042
H 1.7629 -0.0153 -2.4117
H 4.1769 0.6700 -2.8318
H 0.2843 3.0876 0.7080
H 1.6903 4.7735 3.3232
H 0.1773 4.6374 2.4165
H 1.2094 6.0618 2.2257
*
```

The value obtained for the orbital gap is 0.3300 Ha. The SMILES is Cc1ccc2c(c1)N(C(=O)CCC(=O)NC1CCN(Cc3ccccc3)CC1)C[C@@H](C)O2. As for the total energy: -1400.5955 hartree. The value obtained for the relative energy (zero: lowest compared OMol25 entry of this formula, charge and spin) is 0.3222 eV.

Mulliken atomic charge list, values in e, 5 entries: C -1.75; C 0.15; C 0.21; C 0.56; C 0.08

6.
Entry from OMol25: a 2-piece molecular cluster, C4H8N2 overall (ωB97M-V/def2-TZVPD).

```
! wB97M-V def2-TZVPD RIJCOSX def2/J DEFGRID3
* xyz 0 1
C 0.7543 -1.0450 -0.2210
C 0.9170 1.2713 0.3687
C 0.4363 0.6008 -2.0039
C 0.6999 0.3379 -0.5511
N 0.8269 -2.1703 -0.0190
N -1.5250 -1.0384 1.7912
H -1.8168 -2.0049 1.8720
H 1.1116 1.0135 1.3953
H 0.9091 2.3184 0.1138
H -0.5198 0.1640 -2.2957
H 1.2112 0.1335 -2.6139
H 0.4209 1.6700 -2.2036
H -1.0673 -0.7838 2.6580
H -2.3583 -0.4670 1.7091
*
```

The value obtained for the orbital gap is 0.3956 Ha. The SMILES is C=C(C)C#N.N. As for the total energy: -266.6905 hartree. The value obtained for the relative energy (zero: lowest compared OMol25 entry of this formula, charge and spin) is 0.8562 eV.

Mulliken atomic charge list, values in e, 5 entries: C 0.18; C -0.94; C -1.14; C 0.86; N -0.47